[1]
DFT (ωB97M-V/def2-TZVPD) results for a structure of composition C26H34F3N8O2P2Re in a non-equilibrium geometry.

Element x y z (Å)
Re1 -0.779 0.722 -0.224
P1 -1.627 -1.109 -1.742
P2 -3.283 1.094 0.096
F1 4.034 -7.209 0.713
F2 5.810 -6.275 -0.087
F3 5.297 -6.022 1.994
O1 -0.157 2.096 -4.170
O2 -1.238 1.533 -2.392
N1 0.532 2.159 2.620
N2 -0.572 2.754 0.613
N3 2.486 2.157 -0.224
N4 -0.502 0.145 1.887
N5 2.952 2.337 -1.531
N6 -0.177 1.883 -2.985
N7 2.485 2.437 -3.803
N8 0.832 1.969 -2.180
C1 1.915 -3.671 0.679
C2 0.159 0.857 2.817
C3 -1.118 3.730 -0.131
C4 -4.063 -0.415 -0.635
C5 -0.932 -1.222 -3.418
C6 -4.235 2.451 -0.668
C7 2.463 -2.568 -0.013
C8 0.490 0.296 4.065
C9 3.979 -4.869 0.441
C10 4.794 -6.113 0.754
C11 -1.058 5.063 0.202
C12 -1.565 -2.845 -1.194
C13 3.787 -2.660 -0.482
C14 0.872 -0.488 -0.321
C15 2.095 2.260 -2.555
C16 4.538 -3.794 -0.245
C17 0.209 4.450 2.114
C18 2.662 -4.805 0.897
C19 -0.356 5.439 1.344
C20 0.052 3.106 1.744
C21 -3.904 1.111 1.810
C22 -3.408 -0.743 -1.973
C23 0.125 -0.994 4.356
C24 -0.582 -1.721 3.395
C25 -0.870 -1.115 2.199
C26 1.649 -1.436 -0.208
H1 -5.295 2.229 -0.517
H2 -3.936 -1.246 0.065
H3 -5.138 -0.243 -0.755
H4 2.778 2.933 0.365
H5 -0.527 -3.170 -1.161
H6 -0.895 -2.735 3.579
H7 4.218 -1.832 -1.022
H8 -3.875 -1.614 -2.440
H9 -1.354 -0.456 -4.068
H10 2.830 1.279 0.161
H11 3.945 2.482 -1.703
H12 -4.989 1.011 1.799
H13 -3.640 2.057 2.282
H14 0.153 -1.124 -3.375
H15 1.017 2.551 3.420
H16 -4.005 3.397 -0.176
H17 0.751 4.706 3.011
H18 3.441 2.662 -4.047
H19 -2.025 -3.006 -0.223
H20 -4.041 2.536 -1.738
H21 -1.397 -1.645 1.417
H22 -1.173 -2.202 -3.832
H23 0.363 -1.424 5.314
H24 5.558 -3.852 -0.595
H25 -2.099 -3.436 -1.938
H26 2.241 -5.649 1.423
H27 -1.645 3.421 -1.025
H28 1.796 2.429 -4.553
H29 -0.267 6.477 1.622
H30 -1.531 5.804 -0.418
H31 -3.499 0.103 -2.659
H32 -3.478 0.295 2.391
H33 0.905 -3.611 1.051
H34 1.019 0.897 4.790

Frontier orbital gap (alpha / beta)   5.707 / 5.695 eV
Largest force on an atom   0.0628 hartree/bohr
Relative energy (zero: lowest compared OMol25 entry of this formula, charge and spin)   1.901 eV
Multiplicity   2
Total charge   +3
HOMO energy (alpha / beta)   -16.259 / -16.330 eV

=====

[2]
DFT (ωB97M-V/def2-TZVPD) results for a cluster of 2 separate species, C2H8NO in total in a non-equilibrium geometry.

Element x y z (Å)
O1 -1.070 2.033 -0.347
N1 -0.172 -0.521 0.181
C1 1.248 -0.386 0.534
C2 -0.550 -1.680 -0.294
H1 -0.798 0.333 0.209
H2 -0.755 2.821 0.028
H3 0.157 -2.369 -0.598
H4 -1.646 -1.695 -0.539
H5 -1.200 2.390 -1.308
H6 1.520 0.658 0.484
H7 2.046 -0.975 0.040
H8 1.219 -0.608 1.610

Frontier orbital gap   11.406 eV
Largest force on an atom   0.1134 hartree/bohr
Relative energy (zero: lowest compared OMol25 entry of this formula, charge and spin)   1.349 eV
Total charge   +1
HOMO energy   -16.537 eV

=====

[3]
DFT (ωB97M-V/def2-TZVPD) results for an isolated molecule of C4H5F3O in a non-equilibrium geometry.

Element x y z (Å)
F1 2.146 1.333 0.226
F2 -2.122 -0.554 1.527
F3 0.264 2.198 -0.232
O1 1.041 0.508 -1.548
C1 0.457 -0.102 0.600
C2 -0.315 -1.306 0.202
C3 -1.592 -0.501 0.337
C4 0.916 0.993 -0.310
H1 -1.943 0.121 -0.445
H2 -0.298 -1.887 -0.843
H3 -0.398 -2.102 0.968
H4 0.273 0.237 1.702
H5 1.571 1.062 -2.185

Frontier orbital gap (alpha / beta)   8.822 / 8.823 eV
Largest force on an atom   0.1021 hartree/bohr
Relative energy (zero: lowest compared OMol25 entry of this formula, charge and spin)   2.208 eV
Total charge   0
HOMO energy (alpha / beta)   -8.240 / -8.240 eV